[1]
{
  "formula": "C53H67MgN5O2PSSiTe",
  "method": "wB97M-V/def2-TZVPD",
  "elements": ["Mg", "C", "C", "C", "C", "C", "C", "N", "N", "Si", "C", "C", "C", "H", "H", "H", "H", "H", "H", "H", "H", "H", "H", "H", "H", "H", "H", "H", "C", "C", "C", "C", "C", "C", "Te", "N", "C", "O", "C", "C", "C", "C", "C", "C", "C", "C", "C", "C", "C", "C", "C", "C", "C", "C", "C", "C", "H", "H", "H", "H", "H", "H", "H", "H", "H", "H", "H", "H", "H", "H", "H", "H", "H", "H", "H", "H", "H", "H", "H", "H", "H", "H", "H", "C", "P", "C", "C", "C", "C", "C", "C", "C", "H", "H", "H", "H", "H", "H", "H", "H", "H", "H", "H", "C", "C", "C", "N", "C", "S", "N", "C", "O", "C", "C", "C", "C", "C", "C", "H", "H", "H", "H", "H", "H", "H", "H", "H", "H", "H", "H", "H", "H"],
  "xyz": [[0.741, -0.494, -0.494], [0.533, -0.933, 3.222], [-0.369, -1.692, 2.292], [-1.425, -2.458, 2.755], [-2.216, -3.137, 1.818], [-1.975, -3.013, 0.475], [-0.940, -2.136, 0.043], [-0.136, -1.560, 0.983], [-0.671, -1.764, -1.204], [-1.703, -1.852, -2.576], [-1.591, -3.552, -3.404], [-3.536, -1.494, -2.222], [-1.100, -0.508, -3.767], [0.023, -0.026, 3.557], [1.442, -0.648, 2.695], [0.787, -1.524, 4.104], [-1.640, -2.533, 3.812], [-3.024, -3.773, 2.163], [-2.571, -3.529, -0.265], [-2.231, -4.278, -2.898], [-0.573, -3.945, -3.395], [-1.921, -3.488, -4.443], [-3.817, -1.757, -1.202], [-4.180, -2.062, -2.895], [-3.759, -0.436, -2.367], [-0.395, -0.912, -4.493], [-0.602, 0.289, -3.209], [-1.922, -0.062, -4.329], [-5.746, 7.605, -2.718], [-4.792, 6.589, -2.152], [-5.264, 5.407, -1.597], [-4.405, 4.440, -1.090], [-5.009, 3.192, -0.501], [-3.018, 4.645, -1.138], [-1.720, 2.773, -0.829], [0.026, 1.463, -0.519], [1.266, 1.732, -0.258], [2.085, 0.772, 0.000], [1.834, 3.118, -0.232], [2.771, 3.412, 0.754], [3.366, 4.661, 0.804], [3.041, 5.617, -0.149], [2.132, 5.317, -1.151], [1.524, 4.071, -1.193], [-2.065, 2.691, 1.273], [-1.642, 3.712, 2.126], [-0.941, 4.945, 1.620], [-1.894, 3.606, 3.492], [-2.530, 2.502, 4.036], [-2.822, 2.396, 5.508], [-2.899, 1.474, 3.176], [-2.690, 1.557, 1.807], [-3.152, 0.435, 0.933], [-2.534, 5.838, -1.673], [-1.061, 6.158, -1.718], [-3.422, 6.795, -2.162], [-6.742, 7.177, -2.821], [-5.410, 7.945, -3.698], [-5.821, 8.476, -2.064], [-6.334, 5.229, -1.560], [-6.096, 3.262, -0.479], [-4.654, 3.042, 0.518], [-4.737, 2.326, -1.107], [3.027, 2.643, 1.471], [4.100, 4.877, 1.570], [3.508, 6.593, -0.116], [1.902, 6.052, -1.913], [0.840, 3.823, -1.995], [-0.434, 4.740, 0.678], [-0.204, 5.300, 2.340], [-1.669, 5.743, 1.455], [-1.585, 4.420, 4.139], [-2.692, 3.355, 6.007], [-2.157, 1.668, 5.976], [-3.848, 2.058, 5.661], [-3.392, 0.593, 3.573], [-3.677, -0.320, 1.514], [-2.301, -0.022, 0.443], [-3.816, 0.798, 0.152], [-0.463, 5.296, -1.428], [-0.838, 6.980, -1.035], [-0.765, 6.472, -2.720], [-3.030, 7.730, -2.549], [2.399, -1.187, -4.476], [2.542, -0.896, -2.658], [3.904, -2.102, -2.350], [3.470, 0.677, -2.694], [3.044, 1.716, -3.519], [3.683, 2.946, -3.493], [4.749, 3.159, -2.633], [5.166, 2.136, -1.794], [4.529, 0.907, -1.819], [1.688, -0.498, -4.927], [2.044, -2.204, -4.643], [3.372, -1.059, -4.948], [4.789, -1.834, -2.929], [3.564, -3.090, -2.668], [4.157, -2.138, -1.292], [2.200, 1.572, -4.186], [3.337, 3.747, -4.135], [5.246, 4.119, -2.614], [5.990, 2.302, -1.113], [4.848, 0.125, -1.143], [-0.758, -6.726, 3.540], [0.436, -5.777, 3.564], [0.740, -5.258, 2.168], [1.817, -4.277, 2.220], [2.456, -3.741, 1.179], [3.351, -2.355, 1.311], [2.402, -4.416, -0.049], [2.791, -5.704, -0.395], [2.718, -6.055, -1.552], [3.295, -6.602, 0.692], [4.234, -6.168, 1.622], [4.633, -7.014, 2.645], [4.102, -8.291, 2.741], [3.198, -8.741, 1.788], [2.804, -7.903, 0.759], [-0.977, -7.092, 4.542], [-0.556, -7.583, 2.897], [-1.641, -6.211, 3.160], [1.316, -6.290, 3.960], [0.208, -4.930, 4.219], [-0.152, -4.800, 1.738], [1.029, -6.087, 1.529], [1.859, -3.711, 3.055], [2.289, -3.804, -0.845], [4.664, -5.178, 1.540], [5.352, -6.668, 3.376], [4.399, -8.941, 3.554], [2.795, -9.743, 1.853], [2.102, -8.239, 0.006]],
  "multiplicity": 2,
  "lumo_ev": [0.33, -0.90],
  "e_above_lowest_kcal_mol": 0.3,
  "homo_energy_ev": [-7.1964, -7.5393]
}


[2]
{
  "formula": "C53H68Ge2N6PSTi",
  "method": "wB97M-V/def2-TZVPD",
  "elements": ["Ti", "S", "C", "C", "C", "C", "C", "C", "N", "C", "C", "C", "C", "C", "C", "C", "H", "H", "H", "H", "H", "H", "H", "H", "C", "C", "Ge", "C", "C", "C", "C", "Ge", "C", "C", "C", "C", "C", "C", "C", "C", "C", "C", "H", "H", "H", "H", "H", "H", "H", "H", "H", "H", "H", "H", "H", "H", "H", "H", "H", "H", "H", "H", "H", "H", "H", "H", "H", "H", "N", "C", "C", "C", "C", "C", "C", "C", "C", "C", "H", "H", "H", "H", "N", "P", "N", "C", "C", "C", "C", "C", "N", "C", "C", "C", "C", "C", "N", "C", "C", "C", "C", "C", "H", "H", "H", "H", "H", "H", "H", "H", "H", "H", "H", "H", "H", "H", "H", "H", "H", "H", "H", "H", "H", "H", "H", "H", "H", "H", "H", "H", "H", "H"],
  "xyz": [[0.347, 0.825, 0.422], [-1.695, 4.551, 2.417], [-1.642, 3.365, 3.685], [-2.154, 3.463, 4.973], [-1.920, 2.421, 5.849], [-1.160, 1.320, 5.443], [-0.659, 1.227, 4.160], [-0.931, 2.243, 3.245], [-0.509, 2.313, 1.911], [-0.796, 3.487, 1.396], [-0.325, 3.833, 0.067], [-0.547, 5.062, -0.557], [-0.027, 5.261, -1.823], [0.692, 4.240, -2.446], [0.878, 3.017, -1.816], [0.370, 2.778, -0.537], [-2.710, 4.339, 5.282], [-2.307, 2.469, 6.858], [-0.947, 0.522, 6.143], [-0.034, 0.396, 3.872], [-1.107, 5.852, -0.067], [-0.176, 6.208, -2.327], [1.106, 4.411, -3.434], [1.438, 2.237, -2.320], [5.801, -0.788, 3.263], [5.056, -0.364, 1.997], [3.178, 0.155, 2.251], [3.096, 1.908, 3.178], [3.236, 1.851, 4.700], [2.356, -1.107, 3.503], [1.131, -1.647, 3.600], [-0.125, -1.371, 2.046], [0.207, -2.968, 0.878], [-0.633, -4.230, 1.080], [-2.057, -1.456, 2.597], [-2.500, -2.111, 3.904], [0.816, -2.428, 4.824], [1.097, -1.898, 6.087], [0.816, -2.610, 7.245], [0.250, -3.874, 7.168], [-0.038, -4.413, 5.921], [0.231, -3.692, 4.768], [6.847, -1.022, 3.052], [5.353, -1.677, 3.711], [5.791, -0.003, 4.023], [5.076, -1.164, 1.252], [5.546, 0.492, 1.526], [2.135, 2.362, 2.918], [3.865, 2.546, 2.735], [2.448, 1.233, 5.137], [3.162, 2.843, 5.155], [4.192, 1.421, 5.008], [3.050, -1.359, 4.315], [1.271, -3.203, 0.971], [0.070, -2.582, -0.135], [-0.336, -4.784, 1.972], [-0.534, -4.924, 0.238], [-1.698, -4.003, 1.187], [-2.552, -1.947, 1.750], [-2.404, -0.419, 2.572], [-2.383, -3.196, 3.872], [-3.553, -1.901, 4.120], [-1.916, -1.755, 4.755], [1.531, -0.907, 6.152], [1.040, -2.173, 8.211], [0.031, -4.432, 8.070], [-0.482, -5.398, 5.844], [-0.008, -4.115, 3.802], [5.860, -0.232, -6.753], [5.452, -0.135, -5.672], [4.927, -0.019, -4.366], [4.594, -1.168, -3.598], [4.040, -1.074, -2.361], [3.747, 0.219, -1.758], [4.174, 1.382, -2.523], [4.710, 1.248, -3.767], [3.113, 0.308, -0.579], [2.363, 0.357, 0.483], [4.779, -2.148, -4.024], [3.779, -1.969, -1.809], [4.027, 2.366, -2.096], [4.984, 2.139, -4.324], [-0.527, -0.096, -0.876], [-1.365, -0.062, -2.190], [-2.590, 1.080, -2.157], [-2.988, 1.731, -0.915], [-3.563, 3.109, -1.207], [-4.740, 3.005, -2.172], [-4.315, 2.261, -3.435], [-3.703, 0.910, -3.084], [-0.539, 0.256, -3.577], [0.699, -0.509, -3.814], [0.907, -0.728, -5.307], [1.033, 0.607, -6.061], [0.433, 1.758, -5.251], [-0.834, 1.334, -4.523], [-2.078, -1.541, -2.457], [-2.707, -2.196, -1.303], [-3.919, -2.996, -1.755], [-3.503, -4.116, -2.721], [-2.266, -3.707, -3.536], [-2.239, -2.199, -3.747], [-2.119, 1.809, -0.270], [-3.741, 1.123, -0.387], [-2.772, 3.724, -1.646], [-3.864, 3.584, -0.268], [-5.124, 3.996, -2.424], [-5.559, 2.458, -1.690], [-3.569, 2.854, -3.974], [-5.164, 2.111, -4.107], [-3.350, 0.411, -3.987], [-4.474, 0.261, -2.637], [0.628, -1.463, -3.286], [1.558, 0.009, -3.387], [0.067, -1.307, -5.705], [1.806, -1.327, -5.450], [0.530, 0.532, -7.029], [2.082, 0.817, -6.266], [0.202, 2.608, -5.899], [1.164, 2.108, -4.520], [-1.578, 1.011, -5.268], [-1.257, 2.178, -3.976], [-2.996, -1.434, -0.574], [-1.995, -2.853, -0.795], [-4.624, -2.318, -2.244], [-4.432, -3.407, -0.882], [-4.333, -4.344, -3.394], [-3.290, -5.032, -2.165], [-2.248, -4.220, -4.500], [-1.352, -3.988, -3.007], [-3.169, -1.891, -4.252], [-1.417, -1.912, -4.396]],
  "multiplicity": 1,
  "lumo_ev": 1.62,
  "e_above_lowest_kcal_mol": 0.0,
  "charge": -1,
  "homo_energy_ev": -2.3418
}


[3]
{
  "formula": "C53H68NO5P3S2SiTeTi",
  "method": "wB97M-V/def2-TZVPD",
  "elements": ["Ti", "C", "C", "C", "P", "C", "C", "C", "C", "C", "C", "C", "C", "C", "Si", "C", "C", "C", "C", "C", "C", "P", "C", "C", "C", "C", "C", "C", "C", "C", "C", "C", "C", "C", "P", "C", "C", "C", "C", "C", "C", "H", "H", "H", "H", "H", "H", "H", "H", "H", "H", "H", "H", "H", "H", "H", "H", "H", "H", "H", "H", "H", "H", "H", "H", "H", "H", "H", "H", "H", "H", "H", "H", "H", "H", "H", "H", "H", "H", "H", "H", "H", "H", "H", "H", "H", "H", "H", "H", "H", "H", "H", "H", "H", "H", "O", "C", "O", "C", "C", "C", "C", "C", "N", "H", "H", "H", "H", "C", "C", "C", "C", "C", "C", "C", "S", "O", "O", "O", "H", "H", "H", "H", "H", "H", "H", "Te", "C", "C", "C", "C", "S", "H", "H", "H"],
  "xyz": [[-0.445, 0.603, -0.645], [1.073, -5.338, -1.033], [1.132, -4.466, -2.281], [2.586, -4.402, -2.752], [0.551, -2.631, -2.079], [0.090, -2.469, -3.910], [0.442, -1.091, -4.480], [-1.358, -2.754, -4.319], [-0.847, -3.099, -0.962], [-1.869, -3.938, -1.404], [-2.880, -4.373, -0.567], [-2.907, -3.926, 0.741], [-1.905, -3.081, 1.186], [-0.832, -2.673, 0.380], [0.373, -1.312, 1.050], [0.231, -1.524, 2.987], [0.006, -2.811, 3.501], [-0.170, -3.063, 4.850], [-0.153, -2.012, 5.757], [0.105, -0.738, 5.290], [0.334, -0.490, 3.932], [0.982, 1.128, 3.361], [2.639, 1.149, 4.273], [3.382, -0.124, 3.850], [2.780, 1.298, 5.789], [-0.158, 2.451, 4.051], [0.271, 3.250, 5.277], [-1.581, 1.935, 4.226], [2.198, -1.884, 0.818], [2.681, -3.032, 1.453], [4.001, -3.437, 1.348], [4.899, -2.670, 0.621], [4.454, -1.511, 0.010], [3.119, -1.113, 0.099], [2.519, 0.429, -0.695], [3.129, 1.668, 0.563], [4.574, 1.615, 1.065], [2.758, 3.105, 0.206], [3.549, 0.639, -2.252], [3.744, -0.697, -2.980], [4.875, 1.399, -2.198], [1.595, -6.288, -1.198], [0.054, -5.563, -0.722], [1.565, -4.844, -0.191], [0.521, -4.938, -3.063], [3.202, -3.937, -1.976], [2.710, -3.801, -3.658], [3.006, -5.394, -2.961], [0.746, -3.203, -4.390], [-0.277, -0.341, -4.158], [1.438, -0.761, -4.182], [0.418, -1.142, -5.576], [-2.056, -2.174, -3.711], [-1.617, -3.812, -4.251], [-1.505, -2.456, -5.363], [-1.852, -4.300, -2.420], [-3.665, -5.016, -0.948], [-3.725, -4.193, 1.402], [-1.992, -2.701, 2.195], [-0.064, -3.647, 2.816], [-0.343, -4.079, 5.188], [-0.323, -2.188, 6.813], [0.137, 0.088, 5.990], [3.159, 1.994, 3.802], [3.004, -0.987, 4.403], [4.451, -0.023, 4.062], [3.267, -0.352, 2.788], [2.192, 0.549, 6.320], [2.500, 2.281, 6.157], [3.828, 1.131, 6.066], [-0.197, 3.145, 3.206], [0.310, 2.631, 6.176], [-0.463, 4.042, 5.457], [1.244, 3.728, 5.148], [-1.684, 1.344, 5.140], [-1.907, 1.318, 3.390], [-2.267, 2.784, 4.284], [2.002, -3.639, 2.040], [4.326, -4.350, 1.834], [5.939, -2.966, 0.536], [5.163, -0.903, -0.536], [2.476, 1.390, 1.399], [5.274, 2.065, 0.361], [4.912, 0.604, 1.287], [4.643, 2.189, 1.995], [3.270, 3.463, -0.691], [3.035, 3.770, 1.030], [1.689, 3.215, 0.046], [2.878, 1.244, -2.871], [4.673, -1.175, -2.663], [3.800, -0.535, -4.059], [2.933, -1.399, -2.776], [5.624, 0.878, -1.602], [4.770, 2.407, -1.800], [5.270, 1.484, -3.216], [-1.526, 4.161, 1.030], [-0.997, 3.258, 0.402], [-0.614, 2.121, 0.824], [-0.612, 3.505, -1.077], [-0.922, 4.683, -1.726], [-0.517, 4.825, -3.047], [0.158, 3.787, -3.671], [0.403, 2.622, -2.956], [0.061, 2.510, -1.677], [-1.479, 5.440, -1.194], [-0.759, 5.731, -3.589], [0.454, 3.836, -4.709], [0.860, 1.754, -3.411], [-6.571, 5.725, -2.802], [-5.556, 4.616, -2.724], [-5.212, 3.870, -3.848], [-4.284, 2.845, -3.765], [-3.685, 2.533, -2.550], [-4.016, 3.269, -1.426], [-4.940, 4.302, -1.518], [-2.524, 1.112, -2.565], [-1.831, 1.315, -3.868], [-3.456, -0.035, -2.600], [-0.249, -0.582, -1.860], [-6.895, 5.890, -3.832], [-6.165, 6.666, -2.423], [-7.459, 5.494, -2.208], [-5.677, 4.098, -4.803], [-3.997, 2.276, -4.641], [-3.570, 3.037, -0.467], [-5.188, 4.867, -0.624], [-3.021, 0.389, 1.039], [-4.538, -1.014, 0.629], [-5.381, -1.498, 1.608], [-6.346, -2.412, 1.128], [-6.231, -2.611, -0.219], [-4.974, -1.665, -0.890], [-5.286, -1.208, 2.646], [-7.085, -2.902, 1.751], [-6.835, -3.255, -0.841]],
  "multiplicity": 1,
  "lumo_ev": 3.93,
  "charge": -2,
  "homo_energy_ev": -1.3233
}


Number 1: E_tot -108339.0754 eV. Number 2: E_tot -221278.4327 eV. Number 3: E_tot -155619.6668 eV.